{
  "formula": "C30H70ClN10O2P2S",
  "method": "ωB97M-V/def2-TZVPD",
  "symbols": ["C", "C", "C", "C", "C", "C", "N", "N", "C", "N", "Cl", "N", "C", "S", "C", "C", "C", "C", "C", "C", "C", "C", "C", "C", "H", "H", "H", "H", "H", "H", "H", "H", "H", "H", "H", "H", "H", "H", "H", "H", "H", "H", "H", "H", "H", "H", "H", "H", "H", "H", "H", "H", "H", "H", "H", "H", "H", "H", "O", "P", "N", "C", "C", "N", "C", "C", "N", "C", "C", "H", "H", "H", "H", "H", "H", "H", "H", "H", "H", "H", "H", "H", "H", "H", "H", "H", "H", "O", "P", "N", "C", "C", "N", "C", "C", "N", "C", "C", "H", "H", "H", "H", "H", "H", "H", "H", "H", "H", "H", "H", "H", "H", "H", "H", "H", "H"],
  "coordinates": [[3.8441, -0.6522, -1.0235], [3.3389, -0.8532, 0.4676], [3.2086, -2.3680, 0.9258], [4.5418, -3.1344, 1.3411], [5.7377, -2.9684, 0.3206], [6.1015, -4.1766, -0.6160], [6.4393, -1.8775, 0.2731], [2.5523, -2.2023, 2.2962], [1.1295, -2.5565, 2.2615], [0.1980, -2.0042, 2.9949], [-1.4175, -2.5346, 2.9068], [1.0635, -3.6222, 1.2926], [2.0336, -3.1632, 0.2070], [0.8811, -2.2095, -0.9286], [2.3382, -4.5252, -0.5729], [2.6551, -4.3582, -2.1220], [3.4112, -5.7061, -2.5802], [2.3733, -6.8852, -2.7542], [4.4075, -5.4928, -3.7931], [3.8193, -5.7816, -5.2280], [3.0118, -4.5915, -5.8749], [2.8643, -3.2789, -5.3550], [1.4428, -2.8066, -4.8498], [4.1241, -2.3162, -5.3441], [2.9746, -0.3121, -1.6543], [4.6645, 0.1069, -1.1092], [4.2319, -1.6076, -1.4792], [2.3094, -0.3940, 0.5999], [3.9888, -0.3198, 1.2285], [4.3728, -4.2317, 1.5565], [4.9013, -2.6866, 2.3214], [7.1334, -4.5253, -0.3003], [6.0388, -3.9343, -1.7087], [5.4127, -5.0291, -0.3232], [6.0736, -1.2164, 0.9803], [2.8805, -2.9985, 2.8746], [0.4802, -1.2616, 3.6504], [0.1205, -3.4630, 0.8978], [-0.0128, -3.1985, -1.3244], [3.1239, -5.0834, 0.0060], [1.3928, -5.1478, -0.4963], [3.2532, -3.4453, -2.3788], [1.6545, -4.4036, -2.6488], [4.0560, -5.9824, -1.6847], [1.7872, -7.0511, -1.8029], [2.8762, -7.8391, -3.0844], [1.6100, -6.5496, -3.5244], [4.7245, -4.4055, -3.7756], [5.3552, -6.0765, -3.5716], [3.1826, -6.7010, -5.3134], [4.7182, -5.9674, -5.9076], [2.5351, -4.7952, -6.8849], [0.8532, -3.7475, -4.6378], [1.6044, -2.1847, -3.9273], [0.8558, -2.2139, -5.6083], [5.0840, -2.8395, -5.0825], [4.2377, -1.9745, -6.4210], [3.9473, -1.3687, -4.7494], [-0.1941, 2.6168, 6.0207], [-1.6142, 2.9746, 5.5498], [-1.7555, 1.6481, 4.4560], [-1.0210, 1.5517, 3.2089], [-1.7347, 0.3545, 5.1281], [-1.1719, 4.4687, 4.8372], [-1.0469, 4.7287, 3.4204], [-0.1892, 5.2612, 5.5759], [-3.2788, 3.3984, 5.1665], [-4.1902, 2.7281, 4.2605], [-3.8308, 4.6194, 5.7403], [-1.2616, 0.6185, 2.6883], [0.0671, 1.5923, 3.3608], [-1.3136, 2.3256, 2.5035], [-2.4105, 0.3599, 5.9889], [-0.7275, 0.0976, 5.4858], [-2.0822, -0.4386, 4.4617], [-0.1568, 4.2520, 2.9950], [-0.9666, 5.8031, 3.2270], [-1.9360, 4.4076, 2.8726], [0.8355, 4.9370, 5.3608], [-0.3572, 5.1802, 6.6511], [-0.2781, 6.3226, 5.3271], [-3.8869, 2.8655, 3.2185], [-5.2113, 3.1149, 4.3484], [-4.2721, 1.6624, 4.4756], [-3.8903, 5.4089, 4.9844], [-3.2137, 4.9843, 6.5627], [-4.8301, 4.4533, 6.1528], [-2.5878, 3.2402, -0.1429], [-4.0254, 3.6052, -0.5596], [-4.1976, 2.2843, -1.6526], [-3.4993, 2.1922, -2.9210], [-4.1583, 0.9858, -0.9831], [-3.6011, 5.1006, -1.2821], [-3.5146, 5.3642, -2.7000], [-2.5971, 5.8900, -0.5698], [-5.7010, 4.0255, -0.9048], [-6.6360, 3.3582, -1.7918], [-6.2418, 5.2431, -0.3132], [-3.7539, 1.2621, -3.4362], [-2.4094, 2.2323, -2.8020], [-3.8135, 2.9693, -3.6132], [-4.8114, 0.9935, -0.1034], [-3.1447, 0.7263, -0.6547], [-4.5271, 0.1922, -1.6388], [-2.6373, 4.8874, -3.1508], [-3.4383, 6.4390, -2.8926], [-4.4190, 5.0460, -3.2228], [-1.5791, 5.5648, -0.8141], [-2.7353, 5.8069, 0.5100], [-2.6912, 6.9521, -0.8137], [-6.3609, 3.5007, -2.8398], [-7.6528, 3.7474, -1.6720], [-6.7112, 2.2917, -1.5796], [-6.3207, 6.0354, -1.0642], [-5.6059, 5.6060, 0.4960], [-7.2309, 5.0735, 0.1220]],
  "forces_ev_per_angstrom": [[-0.4, 0.0, -0.2], [0.3, -0.2, -0.3], [-1.4, 0.7, 1.5], [0.8, 0.0, -0.7], [0.6, 0.8, -0.3], [-0.3, -0.2, 1.6], [-1.5, -1.7, 0.5], [-1.8, -0.4, 1.9], [3.1, -2.0, -2.5], [1.0, -0.6, -0.4], [0.6, 0.2, 0.1], [-1.6, 4.1, 2.1], [-0.9, -2.8, -1.9], [0.1, 0.7, -0.2], [-0.1, 0.6, 0.0], [0.0, -2.1, 0.3], [0.3, 0.1, 0.9], [-0.2, 0.8, -0.3], [-0.4, 0.4, 0.2], [2.0, 1.1, -1.7], [-0.1, 0.7, 0.6], [0.7, -0.9, -0.2], [0.3, 0.0, -1.8], [-0.9, -0.1, 0.4], [1.0, -0.3, 0.6], [-0.8, -0.7, 0.2], [-0.4, 1.0, 0.5], [1.1, -0.5, -0.2], [-0.7, -0.7, -0.9], [-0.1, 1.2, -0.4], [-0.5, -0.3, -1.2], [-1.0, 0.6, -0.7], [0.1, -0.2, 1.1], [0.8, 0.9, -0.8], [0.3, -0.2, -0.4], [0.2, 0.9, 0.1], [-0.5, -0.2, -0.2], [0.3, -1.2, 0.0], [1.1, 0.4, 0.5], [-0.6, 0.5, -0.7], [1.1, 0.7, 0.0], [-0.7, -0.8, 0.3], [1.3, 0.7, 0.4], [-0.6, 0.2, -1.1], [0.8, 0.0, -0.9], [-0.6, 1.0, 0.4], [0.9, -0.6, 0.7], [-0.3, -1.2, 0.0], [-1.2, 0.4, -0.6], [0.5, 0.9, 0.3], [-0.9, -0.2, 0.8], [-0.9, -0.5, 2.0], [0.6, 1.3, 0.0], [-0.2, -0.7, -0.8], [0.5, -0.3, 0.8], [-0.9, 0.6, -0.1], [-0.2, -0.4, 1.2], [0.4, -1.2, -0.3], [-2.1, -0.1, 3.0], [2.1, 0.8, -6.3], [-0.8, -1.6, -0.6], [0.1, 0.5, 0.0], [-0.1, 0.4, 0.2], [0.5, 1.4, 0.9], [-0.8, -0.1, -0.2], [0.2, -0.3, 0.2], [0.4, 0.0, 2.0], [-0.5, -0.9, 0.2], [0.0, 0.1, 0.4], [-0.1, -0.1, 0.2], [0.1, 0.0, -0.1], [0.1, 0.1, 0.0], [0.1, 0.0, 0.1], [0.1, -0.1, 0.2], [-0.1, 0.2, -0.1], [0.0, 0.0, -0.1], [0.0, 0.0, 0.2], [0.1, -0.2, -0.1], [0.1, 0.1, 0.1], [0.1, -0.1, -0.1], [-0.1, -0.1, -0.2], [0.2, -0.1, 0.0], [0.2, 0.2, 0.3], [0.1, 0.0, -0.2], [0.0, -0.1, 0.0], [0.0, 0.0, -0.2], [0.0, -0.1, -0.1], [-1.8, 0.0, 3.4], [1.7, 0.4, -6.7], [-0.9, -1.5, -0.4], [0.2, 0.4, -0.1], [-0.1, 0.3, 0.3], [0.5, 1.4, 1.0], [-0.7, 0.0, -0.2], [0.2, -0.3, 0.1], [0.5, 0.1, 2.0], [-0.5, -0.9, 0.3], [0.0, 0.1, 0.4], [0.0, -0.1, 0.3], [0.1, 0.0, -0.1], [0.1, 0.2, 0.1], [0.1, 0.0, 0.1], [0.0, -0.1, 0.1], [0.0, 0.2, -0.1], [0.0, 0.0, -0.1], [0.0, 0.0, 0.2], [0.1, -0.2, 0.0], [0.1, 0.1, 0.1], [0.1, -0.1, -0.1], [-0.1, -0.1, -0.2], [0.2, -0.1, 0.1], [0.2, 0.2, 0.2], [0.1, 0.1, -0.2], [0.0, -0.1, 0.0], [0.0, 0.0, -0.2], [0.0, -0.1, -0.1]],
  "e_above_lowest_kj_mol": 375.19,
  "gap_ev": 5.38,
  "total_charge": 1
}